[1]
DFT (wB97M-V/def2-TZVPD) results for a structure of composition C8H30B2N2O2Pt in a non-equilibrium geometry.

Each line ends with the Mulliken spin population.
Cartesian coordinates (Å):
Pt 0.7025 0.7527 1.1641  1.62
B 3.4344 -0.1479 2.0694  0.05
H 4.3067 -0.6361 2.4758  0.02
H 3.5375 0.9245 2.0100  0.02
H 3.1628 -0.4984 1.0857  0.04
H 2.6112 -0.4305 2.7071  0.01
B -1.1057 2.2236 3.0360  0.07
H -2.0270 2.5187 3.5139  0.00
H -0.3125 2.9154 3.2737  0.00
H -0.8167 1.2285 3.3369  0.03
H -1.3297 2.2119 1.9806  0.03
C 2.7324 1.8980 -3.4790  0.01
C 2.4276 1.9939 -2.0318  -0.02
C 2.1118 3.4175 -1.5977  0.00
O 1.9414 3.3591 -0.1966  0.02
C 2.7505 4.2652 0.5747  0.00
N 1.3062 1.0689 -1.7534  0.08
H 2.0055 2.3287 -4.1676  0.00
H 2.8178 0.8566 -3.7894  0.00
H 3.7411 2.2986 -3.5792  0.00
H 3.2938 1.6350 -1.4760  0.00
H 1.1565 3.5610 -2.1028  0.00
H 2.9451 4.0449 -1.9139  0.00
H 2.6935 4.0251 1.6364  0.00
H 2.3200 5.2482 0.3839  0.00
H 3.7674 4.3133 0.1854  0.00
H 0.4086 1.3107 -2.1482  0.00
H 1.4832 0.2396 -2.3022  0.00
C -1.2457 -3.5428 -0.8120  0.00
C -2.1316 -2.6821 0.0933  0.00
C -3.5429 -3.2525 0.3500  0.00
O -4.4855 -3.3999 -0.7287  0.00
C -5.7430 -4.0359 -0.3215  0.00
N -1.3125 -2.2687 1.2085  0.03
H -0.8830 -4.4307 -0.2942  0.00
H -0.3813 -3.0314 -1.2356  0.00
H -1.8656 -3.8252 -1.6629  0.00
H -2.3452 -1.7346 -0.4015  0.00
H -3.9224 -2.7241 1.2246  0.00
H -3.3251 -4.2717 0.6693  0.00
H -6.5025 -3.8788 -1.0874  0.00
H -6.0964 -3.5614 0.5939  0.00
H -5.5102 -5.0792 -0.1084  0.00
H -1.9097 -2.1261 2.0105  0.00
H -0.8636 -3.0814 1.6061  0.00

expectation value of S²	2.0051
frontier orbital gap (alpha / beta)	0.2654 / 0.2070	hartree
total energy	-751.268587	Eh
spin multiplicity	3
HOMO level (alpha / beta)	-9.7 / -9.6	eV
relative energy (zero: lowest compared OMol25 entry of this formula, charge and spin)	813.6	kJ/mol
maximum force	5.62	eV/Å
charge	0

***

[2]
DFT (wB97M-V/def2-TZVPD) results for a structure of composition C8H30CsN12O11S in a non-equilibrium geometry.

Each line ends with the Mulliken charge.
Cartesian coordinates (Å):
Cs 0.4821 2.8539 3.5068  1.01
S 0.0312 0.3864 0.8303  0.72
O -0.8741 0.4037 1.9856  -1.24
O -0.7816 0.7601 -0.3311  -0.91
O 1.1221 1.3325 1.0313  -0.59
O 0.6804 -0.9104 0.6792  -0.58
C 2.2866 -0.6246 -2.5540  0.55
O 3.2385 -0.8063 -3.3661  -0.79
N 1.4287 -1.5386 -2.1751  -0.06
N 1.8318 0.4934 -2.1848  -0.03
H 1.4728 -2.4004 -2.6999  0.19
H 0.6926 -1.3652 -1.5056  -0.05
H 2.2328 1.3419 -2.5580  0.18
H 1.2135 0.6180 -1.3959  -0.14
C 4.1826 -1.5120 0.7817  0.52
O 5.2534 -1.9976 1.0636  -0.78
N 3.9225 -0.2716 0.4352  -0.04
N 3.0748 -2.1601 0.7018  -0.13
H 4.6366 0.4030 0.2009  0.14
H 2.9518 -0.0366 0.2845  -0.11
H 2.1943 -1.7077 0.5016  0.47
H 3.1075 -3.1399 0.9448  0.15
C -2.4872 0.7416 -3.4796  0.68
O -2.4442 1.9817 -3.3076  -0.76
N -1.8033 -0.1331 -2.7735  -0.21
N -3.2618 0.2227 -4.3455  -0.36
H -1.3127 0.1975 -1.9549  0.22
H -1.8407 -1.1061 -3.0418  0.20
H -3.7607 0.8018 -5.0058  0.26
H -3.3477 -0.7836 -4.3407  0.15
C -3.1584 3.1563 0.7435  0.51
O -3.9564 4.0870 0.6695  -0.81
N -2.7291 2.5806 -0.2766  0.08
N -2.5666 2.7283 1.8521  -0.16
H -2.0121 1.8752 -0.1854  0.33
H -3.0561 2.8000 -1.2067  0.13
H -2.0872 1.8399 1.8232  0.19
H -2.8474 3.1907 2.7050  0.16
C 4.5709 3.2996 1.8694  0.66
O 5.3387 2.3863 1.9866  -0.62
N 3.3361 3.1040 1.6065  -0.18
N 4.8066 4.6122 1.9549  -0.44
H 2.7563 3.9118 1.4294  0.15
H 3.0051 2.1504 1.6400  0.13
H 5.7502 4.9342 2.1164  0.23
H 4.1990 5.3423 1.6116  0.15
C -3.9468 -1.0383 0.9493  0.39
O -5.0925 -1.4240 0.8046  -0.77
N -3.1523 -0.6137 0.0155  0.28
N -3.3560 -0.9360 2.1435  -0.16
H -2.2914 -0.2040 0.3490  -0.40
H -3.3770 -0.6054 -0.9692  0.05
H -3.6528 -1.3326 3.0237  0.22
H -2.3906 -0.6448 2.2016  0.15
C -1.3090 -5.0569 0.5295  -1.52
C -0.8655 -3.6016 0.4420  0.69
O 0.0971 -3.3343 1.4493  -0.64
H -1.9299 -5.2519 -0.3448  0.38
H -1.9326 -5.3854 1.3609  0.33
H -0.4879 -5.7696 0.4511  0.37
H -1.7070 -2.9432 0.6581  -0.05
H -0.5130 -3.4424 -0.5770  -0.01
H 0.4351 -2.4590 1.2462  0.49

frontier orbital gap	0.2594	hartree
total energy	-2226.190868	Eh
HOMO level	-6.4	eV
maximum force	7.69	eV/Å
charge	-1

***

[3]
DFT (wB97M-V/def2-TZVPD) results for a cluster of 6 separate species, C8H30N2O6 in total in a non-equilibrium geometry.

Each line ends with the Mulliken spin population.
Cartesian coordinates (Å):
C -7.0250 -23.4989 -14.5997  0.00
C -8.5038 -23.0783 -14.5239  0.00
C -9.1697 -23.6921 -13.2649  0.00
O -10.5649 -23.3227 -13.2979  0.00
C -11.2587 -24.1581 -12.3380  0.00
N -8.5465 -21.6192 -14.5621  0.00
H -6.3852 -23.0511 -15.3602  0.00
H -7.1892 -24.5442 -14.8615  0.00
H -6.5453 -23.3291 -13.6358  0.00
H -8.9531 -23.5605 -15.3921  0.00
H -8.7456 -23.2547 -12.3611  0.00
H -9.1642 -24.7789 -13.1816  0.00
H -12.3429 -24.0487 -12.3149  0.00
H -10.8264 -24.1687 -11.3375  0.00
H -11.1744 -25.1525 -12.7764  0.00
H -9.4991 -21.3581 -14.7729  0.00
H -8.1819 -21.3428 -13.6617  0.00
C -0.8746 -19.0598 -21.6290  0.10
C -2.3624 -18.7720 -21.6062  -0.02
C -3.1712 -19.5990 -20.6114  0.12
O -2.8744 -19.2430 -19.1878  0.09
C -3.6644 -19.9532 -18.2138  0.01
N -2.5180 -17.3329 -21.3819  0.71
H -0.3391 -18.5646 -22.4390  0.00
H -0.7317 -20.1240 -21.8168  0.00
H -0.3294 -18.7844 -20.7262  0.00
H -2.7561 -18.9809 -22.6010  -0.01
H -3.0879 -20.6726 -20.7806  0.00
H -4.1791 -19.3191 -20.9177  -0.01
H -3.5826 -19.6015 -17.1853  0.00
H -3.6066 -21.0408 -18.1684  0.01
H -4.6989 -19.7467 -18.4881  0.00
H -2.6879 -17.3295 -20.3863  0.00
H -3.3757 -17.0275 -21.8191  0.01
O -8.0221 -22.1853 -19.9556  0.00
H -7.4745 -22.6285 -19.3076  0.00
H -7.9812 -22.7474 -20.7292  0.00
O -7.3453 -19.3821 -19.5733  0.00
H -7.2864 -19.4759 -18.6225  0.00
H -7.7249 -20.2082 -19.8728  0.00
O -5.9097 -23.0170 -17.9626  0.00
H -6.0667 -23.6928 -17.3031  0.00
H -5.2117 -23.3746 -18.5112  0.00
O -6.8887 -20.5637 -16.7293  0.00
H -6.6356 -21.3617 -17.1932  0.00
H -7.6177 -20.8321 -16.1701  0.00

expectation value of S²	0.7553
frontier orbital gap (alpha / beta)	0.3207 / 0.0929	hartree
total energy	-883.345954	Eh
spin multiplicity	2
HOMO level (alpha / beta)	-11.5 / -11.5	eV
relative energy (zero: lowest compared OMol25 entry of this formula, charge and spin)	55.6	kJ/mol
maximum force	4.22	eV/Å
charge	+1

***

[4]
DFT (wB97M-V/def2-TZVPD) results for a cluster of 7 separate species, C8H30N4O7 in total in a non-equilibrium geometry.

Each line ends with the Mulliken charge.
Cartesian coordinates (Å):
N -15.6520 24.5220 11.8810  -0.42
C -15.3100 25.7420 11.4900  0.77
N -14.3630 25.7040 10.5440  -0.20
O -15.8530 26.8920 11.9970  -0.72
H -16.4810 24.4870 12.5340  0.29
H -15.2230 23.5980 11.6070  0.21
H -14.2600 26.5900 9.9360  -0.08
H -14.2530 24.8540 9.9570  0.31
N -15.6450 28.4720 9.5830  -0.08
C -14.5780 28.5700 8.8630  0.30
N -13.4390 28.1480 9.4510  0.08
O -14.6630 28.7970 7.4890  -0.66
H -16.5110 28.7650 9.1810  0.27
H -15.6220 28.1640 10.5170  0.15
H -12.7310 28.0000 8.7480  -0.21
H -13.1400 28.2290 10.4520  0.20
C -10.6140 29.5810 8.2710  -0.72
C -9.4080 30.2460 7.6450  -0.50
O -8.2540 29.8650 8.2670  -0.54
H -10.5820 28.5080 8.1340  0.13
H -11.6040 29.9560 7.9060  0.37
H -10.6150 29.7480 9.3500  0.28
H -9.4580 31.3110 7.5910  0.36
H -9.2800 29.9550 6.6150  0.31
H -7.4920 30.2860 7.8240  0.31
C -15.2910 27.9790 4.4360  -0.43
O -15.0840 26.9850 3.4440  -0.56
H -15.5990 27.5510 5.3940  0.06
H -15.9110 28.8380 4.2420  0.37
H -14.3270 28.3840 4.6250  0.32
H -14.2800 26.4960 3.6940  0.31
C -12.8320 25.8600 7.1520  -0.32
O -11.7900 26.5330 7.8220  -0.48
H -13.0810 26.3520 6.1980  0.00
H -13.7760 25.6600 7.7400  -0.04
H -12.4950 24.8740 6.8260  0.47
H -11.5020 25.9520 8.5710  0.28
C -13.0510 28.1410 13.4020  -0.56
O -12.5550 27.6370 12.1490  -0.50
H -12.3390 28.0140 14.2660  0.27
H -14.0720 27.7120 13.6260  0.23
H -13.2550 29.2250 13.1900  0.21
H -12.2600 26.6980 12.1150  0.23
C -16.6180 25.8930 7.4590  0.02
O -17.3030 25.3400 6.4400  -0.53
H -15.7140 26.3760 7.0830  -0.29
H -16.2300 25.1220 8.1320  0.26
H -17.2180 26.6460 7.9950  0.14
H -16.7770 24.5870 6.1030  0.31

frontier orbital gap	0.3286	hartree
total energy	-1068.407297	Eh
HOMO level	-9.0	eV
SMILES	NC(N)=O.NC(N)=O.CCO.CO.CO.CO.CO
relative energy (zero: lowest compared OMol25 entry of this formula, charge and spin)	0.0	kJ/mol
maximum force	7.31	eV/Å
charge	0

***

- maximum force of number 2 (C8H30CsN12O11S)?
  7.69 eV/Å

***

- Among the records above, which one has the highest maximum force?
  C8H30CsN12O11S